Formula: C19H42As2Br2CoN4O3P2
Source: OMol25
Level of theory: the ωB97M-V functional and the def2-TZVPD basis

DFT total energy: -12878.6184 hartree
2S+1: 2
relative energy (zero: lowest compared OMol25 entry of this formula, charge and spin): 0.0920 eV
LUMO energy (spin up / spin down): -0.2527 / -0.2120 Eh
net charge: +2
HOMO level (spin up / spin down): -13.5 / -13.5 eV
M: 805.10 g/mol

Geometry (Å):
Br (-2.531788, -3.061866, -0.133521)
H (3.957304, -2.152059, 2.430015)
C (-2.231867, 1.965435, -4.122734)
C (-2.168697, 3.280539, -4.551656)
H (-4.343411, -0.006577, -0.648430)
C (-2.239678, 2.691055, -1.811207)
H (4.705691, 1.809703, 0.419567)
O (0.351288, 0.288651, -0.160685)
N (0.896286, -2.663110, 2.828747)
H (-2.147468, 3.501389, -5.610292)
H (-1.087330, -5.017852, -0.725268)
C (0.139488, -3.911576, 2.954039)
H (4.159587, 0.497233, 1.469377)
H (0.570730, 0.693027, 3.693631)
H (-1.673655, 4.766798, 0.426037)
O (1.901360, -0.736122, 1.598293)
H (-0.337385, 2.150464, 3.278724)
C (-2.269816, 1.661542, -2.760946)
C (-4.119731, 3.208922, 0.398772)
As (-2.390009, 2.339779, 0.106967)
H (2.022886, -1.270383, 3.944880)
H (-4.269031, 3.344508, 1.469337)
H (-0.765935, -3.735099, 3.535639)
H (-4.928060, 2.592622, 0.008942)
C (2.810345, -4.100760, -0.104397)
C (4.185560, 0.850902, 0.440568)
P (1.516795, 0.589075, 0.737795)
H (-2.158545, 4.823351, -1.561612)
C (-4.245918, -0.362235, -1.670791)
H (-4.851021, 0.252915, -2.335181)
H (1.920461, -4.043829, -0.723909)
N (1.164524, 1.666779, 1.901183)
O (0.408460, -2.385936, 0.297482)
As (-2.406399, -0.213253, -2.274678)
H (-2.696963, -2.154187, -3.852525)
H (0.733494, -4.678499, 3.456149)
H (4.007000, -3.924762, 2.366890)
H (-4.576386, -1.397403, -1.729165)
C (2.751966, 1.540997, -1.454420)
C (2.164650, 2.591384, 2.439564)
H (-3.376754, -0.664448, -4.526426)
H (2.825814, 2.938147, 1.649801)
H (1.715684, 1.602636, -1.776810)
H (2.756259, 2.133395, 3.237501)
H (0.711510, -2.061102, 4.821880)
N (2.823294, -3.002978, 0.862390)
N (2.832559, 0.999856, -0.095274)
H (4.747260, 0.133918, -0.160840)
H (-4.142943, 4.179537, -0.094347)
H (2.842141, -5.070696, 0.398991)
H (4.891976, -2.960366, 1.172834)
H (-0.631118, 0.664798, 2.378382)
H (-2.408281, -4.786838, -1.927712)
H (3.191494, 2.538909, -1.485339)
C (-2.175332, 4.005318, -2.269805)
C (0.136520, 1.263965, 2.867576)
H (2.200113, -2.954411, 4.476712)
P (1.460531, -2.251656, 1.353674)
H (-1.266831, 3.793544, 1.831550)
Br (-0.427007, -3.388352, -2.501051)
H (3.300191, 0.894175, -2.141330)
Co (-0.804612, -1.192079, -0.756453)
C (-1.273296, 3.807490, 0.747702)
C (1.500252, -2.212849, 4.084127)
H (-0.151305, -4.283006, 1.972836)
C (-2.526374, -1.091036, -3.996656)
C (-1.644411, -4.311006, -1.326151)
H (-2.249916, 1.182718, -4.868071)
H (-2.085785, 5.333161, -3.947434)
H (3.686503, -4.019114, -0.748422)
C (-2.137133, 4.302674, -3.621778)
C (3.977550, -3.013727, 1.763642)
H (1.646463, 3.457513, 2.849626)
H (-1.617485, -0.950851, -4.577454)
H (-0.256314, 3.691199, 0.380948)

Atoms 1-2, force components in eV/Å:
0.0 0.1 -0.1
0.0 0.0 0.0



Formula: C19H42CrGeN2O4S3
Source: OMol25
Level of theory: the ωB97M-V functional and the def2-TZVPD basis

DFT total energy: -5475.4613 hartree
2S+1: 6
relative energy (zero: lowest compared OMol25 entry of this formula, charge and spin): 0.1947 eV
LUMO energy (spin up / spin down): -0.1121 / -0.2174 Eh
net charge: +1
HOMO level (spin up / spin down): -10.8 / -11.1 eV
M: 583.36 g/mol

Geometry (Å):
H (-4.954520, 2.278896, 0.974829)
S (2.806466, -1.253279, -2.573210)
H (-2.166349, 1.353014, 1.464402)
H (2.421989, 2.348814, -1.650778)
C (1.145350, -0.964136, -2.793276)
H (4.457107, -2.060036, 1.750004)
C (-5.247839, 1.706867, 0.094709)
S (0.203595, -2.022555, -1.888091)
C (-0.741995, -0.638057, 3.891498)
Cr (0.779402, -0.284662, -0.304830)
H (3.318984, 3.712053, -0.981253)
H (3.879587, 3.710519, 1.495936)
C (-3.767153, -0.614138, -2.245339)
C (-1.902609, 1.056610, 2.480812)
C (3.672657, -2.690967, 2.169733)
H (4.312803, 0.818043, -0.879394)
C (3.069806, 2.053316, 0.388660)
H (-2.142677, -1.064757, 0.756548)
H (2.097152, 1.318527, -3.671517)
H (3.378517, -2.289152, 3.140177)
H (3.850957, -3.035934, -0.483899)
H (0.872127, 1.373490, -4.968455)
N (-2.501630, 0.065513, -1.969327)
H (3.593976, 2.286939, 2.489791)
H (-2.638532, 2.913270, -0.520725)
H (1.658059, -4.563782, 2.133622)
C (4.398532, 1.396365, 0.040615)
H (-3.570415, -1.675800, -2.083792)
C (-2.193002, 1.221132, -1.398799)
H (-2.817233, 0.949194, 3.066105)
H (-3.518594, -0.757657, -4.383592)
H (3.280438, -4.544186, 0.217095)
H (-4.827247, 1.696413, -2.046436)
H (-4.510887, -0.336561, -1.503692)
C (-4.253350, -0.391225, -3.666403)
O (0.064169, -0.025594, 1.674961)
H (-0.170826, -1.567293, 3.929641)
O (0.626403, -0.147302, -3.664279)
H (-2.839320, -1.539201, 2.311082)
H (1.646735, 3.426305, -0.482272)
H (-4.424741, 0.664547, -3.878639)
H (4.095279, -3.681887, 2.343648)
H (-1.651831, -0.788941, 4.474130)
H (-1.333116, -2.285246, 1.763534)
H (-4.766717, 3.266575, -1.308615)
C (2.584391, 2.940340, -0.748315)
H (-1.687462, -0.455685, -2.267467)
H (4.712391, 0.723927, 0.841426)
H (-5.021891, 0.658822, 0.297407)
C (3.195626, 2.877443, 1.663418)
H (5.178550, 2.146193, -0.096932)
H (-0.163362, 0.147310, 4.379832)
H (2.227132, 3.285521, 1.955898)
S (-0.541400, 1.662081, -1.103468)
C (1.342354, -3.564985, 1.829751)
C (2.502822, -2.806106, 1.199688)
H (0.972021, -3.051905, 2.719077)
C (-1.901521, -1.353749, 1.783799)
C (2.978726, -3.530783, -0.052905)
H (-1.303130, 1.853863, 2.920951)
H (2.165947, 0.138787, -5.027992)
H (2.195296, -3.607886, -0.801383)
N (-3.073274, 2.145857, -1.009138)
H (0.520816, -3.671000, 1.117699)
O (2.081680, 1.024559, 0.583479)
Ge (1.908512, -0.054209, 2.189397)
H (-6.325815, 1.806982, -0.029466)
O (2.059981, -1.477510, 0.840253)
C (1.518111, 0.730078, -4.381662)
H (-5.184756, -0.930993, -3.833928)
C (-1.107097, -0.247236, 2.466252)
C (-4.524152, 2.216230, -1.140592)

Atoms 1-2, force components in eV/Å:
0.0 0.0 0.0
-0.4 0.1 -0.1



Formula: C19H42FeNOP3S
Source: OMol25
Level of theory: the ωB97M-V functional and the def2-TZVPD basis

DFT total energy: -3563.9271 hartree
2S+1: 6
relative energy (zero: lowest compared OMol25 entry of this formula, charge and spin): 0.0311 eV
LUMO energy (spin up / spin down): -0.3717 / -0.4817 Eh
net charge: +3
HOMO level (spin up / spin down): -16.3 / -16.3 eV
M: 481.38 g/mol

Geometry (Å):
Fe (-0.665075, -0.980885, -0.263209)
C (-1.364769, -3.401184, 1.959281)
H (-4.816291, -0.893537, -0.578777)
H (-3.078959, 3.488094, -3.466978)
H (-0.667338, 4.503510, 3.721931)
H (3.943104, 0.323564, 1.338686)
H (-0.783118, 3.216632, -3.973247)
H (-1.348468, -4.258275, 1.267673)
C (-0.025118, 2.980348, -1.903906)
H (0.831022, 3.226884, 5.069085)
H (1.136435, 2.668964, 1.364368)
H (3.222397, -1.881150, -1.605487)
C (-1.757850, -2.256081, -2.506514)
H (2.172873, 1.006698, -1.965133)
H (0.942898, -0.618016, 3.102432)
H (2.262835, -2.832745, 2.075287)
H (4.348498, -1.040115, -0.532254)
H (1.627854, -3.897093, 0.760192)
C (2.634115, 1.120595, -0.982482)
O (2.088308, 3.815031, 2.235130)
H (-1.577131, -2.454180, -3.575210)
C (-4.886284, -0.010098, -2.598334)
H (0.367853, -2.100543, 3.897565)
H (1.034149, 2.903249, -2.164269)
C (1.707188, 3.684857, 4.595129)
H (3.725664, 1.169192, -1.060048)
C (0.898985, -1.430957, -3.052222)
C (-1.892500, 3.050391, -0.337187)
H (1.961466, -1.384994, -2.768367)
C (1.288044, 3.975565, 3.206587)
H (2.460239, 1.045028, 2.021330)
H (-0.321606, 4.420657, 2.023195)
H (-2.274825, 2.784018, 0.653629)
H (-5.047928, 1.077845, -2.561605)
H (2.819029, -0.665805, 2.367299)
H (-2.323723, -2.873203, 1.928119)
H (3.448062, -2.458045, 0.028590)
C (-1.003239, 3.222620, -2.908344)
C (1.395382, -3.365003, 1.685449)
H (-0.195041, -4.698197, -1.262379)
C (-5.119302, -0.902127, -1.620643)
H (2.266564, 2.053096, -0.570546)
S (-0.019355, 1.922552, 0.905704)
P (-0.084939, -2.312623, -1.785047)
H (-2.395983, -3.031110, -2.038961)
C (0.380842, -4.054373, -1.936154)
N (-0.006111, 4.308072, 2.976597)
C (-2.364554, 3.340961, -2.657524)
C (3.366063, -1.541639, -0.572849)
H (0.729776, -2.055091, -3.939060)
C (-0.536918, 2.763380, -0.597979)
C (-2.817005, 3.244564, -1.354943)
C (2.889369, 0.127418, 1.606955)
H (-2.194617, -1.248484, -2.356841)
P (-0.029641, -2.210823, 1.536784)
H (-5.734659, -1.756867, -1.936095)
H (-4.703748, -0.429161, -3.589346)
H (2.612896, 3.090795, 4.775699)
H (-1.155470, -3.727746, 2.986456)
H (0.136159, -4.316097, -2.970417)
H (-3.867777, 3.220076, -1.107780)
H (1.445253, -4.251282, -1.755526)
P (2.077789, -0.329098, 0.001142)
H (-0.813613, -0.872038, 3.370578)
C (0.139919, -1.354376, 3.125700)
H (1.941657, 4.658916, 5.026188)
H (0.477069, -0.418593, -3.186467)
H (1.093195, -4.101941, 2.429367)

Atoms 1-2, force components in eV/Å:
0.6 2.1 1.9
0.0 0.3 -0.3



Formula: C19H42NO3P3Tb
Source: OMol25
Level of theory: the ωB97M-V functional and the def2-TZVPD basis

DFT total energy: -2877.1681 hartree
2S+1: 7
LUMO energy (spin up / spin down): -0.4022 / -0.3276 Eh
net charge: +3
HOMO level (spin up / spin down): -15.2 / -15.2 eV
M: 584.40 g/mol

Geometry (Å):
H (-0.752395, 3.294304, -2.589830)
P (-0.715457, 0.904041, -2.316880)
C (-0.932882, -1.238070, 2.871856)
H (5.050124, -0.519165, -0.393434)
Tb (0.407901, 0.817823, 0.116535)
H (1.940153, -2.891701, -0.112012)
O (-0.589961, -2.637256, -0.327382)
P (2.738132, -0.672580, 0.461918)
H (1.236457, -0.367564, -3.133776)
C (-0.473867, -3.900960, -0.947419)
C (1.922518, 4.514701, 1.304870)
H (4.032407, -0.334237, 2.489884)
H (2.660725, -2.104564, -1.506651)
H (-1.900617, -6.166890, -3.136544)
H (3.927712, -2.066172, 2.112445)
H (-2.004173, -1.206319, 2.686355)
H (-1.745450, -3.667726, -2.723111)
H (3.009390, 4.575055, 1.197954)
H (0.700952, -6.923233, 0.179470)
H (-2.554762, 1.183466, 3.078648)
H (0.743548, 5.121443, 2.949809)
H (2.542840, -1.216637, 2.818803)
H (3.742018, -2.803703, -0.294606)
H (-1.540266, -0.722690, -3.954204)
H (-4.031695, 0.187352, 0.433101)
C (-1.859397, -0.373896, -2.968758)
C (0.148885, -6.217126, -0.431150)
H (0.653416, 0.858334, -4.313848)
H (-2.445439, 2.959764, 2.897653)
C (1.384922, 3.210959, 0.823525)
C (0.241630, -4.838991, -0.184076)
C (3.374312, -1.123461, 2.116730)
H (-4.686777, 1.846538, 0.387983)
H (-1.919775, -1.249220, -2.314298)
H (-3.576583, 3.869738, 0.286330)
N (1.609409, 4.581907, 2.793357)
H (2.324592, 5.115683, 3.300524)
H (-0.732297, -1.826951, -0.883239)
C (-2.870832, 2.040834, 2.472893)
O (0.797923, 2.466828, 1.697817)
H (-0.818442, -7.762432, -1.587523)
H (-0.774379, 0.470361, 4.174011)
C (0.846942, 0.653631, -3.253843)
H (-0.388448, -2.049968, 2.389850)
H (-1.941744, 4.258744, 0.925531)
H (0.782059, -0.478176, 3.871130)
C (-0.288017, -0.364437, 3.658042)
P (-2.306338, 1.863119, 0.725405)
H (4.540630, 0.976420, 0.475464)
C (-1.324116, -5.758889, -2.294419)
O (1.499344, 2.788223, -0.382613)
C (-1.327168, 2.471128, -3.037162)
C (-3.870043, 1.199794, 0.052069)
H (-2.389539, 2.644625, -2.822374)
H (3.968096, 0.671732, -1.185213)
H (-3.846644, 1.175278, -1.039843)
H (-3.969179, 2.120087, 2.484517)
H (1.435243, 5.366286, 0.813180)
C (-2.505372, 3.624076, 0.228744)
C (-0.689139, -6.685125, -1.447829)
H (-2.879798, 0.015201, -3.033392)
H (-1.161383, 2.488884, -4.123179)
H (-2.136799, 3.780277, -0.791183)
H (1.614849, 1.358482, -2.899202)
C (-1.218513, -4.365811, -2.068815)
H (1.466283, 3.633135, 3.202807)
C (4.221753, 0.191024, -0.227237)
C (2.789500, -2.272679, -0.430882)
H (0.813026, -4.492649, 0.676720)

Atoms 1-2, force components in eV/Å:
-0.1 -0.1 -0.2
-0.8 -0.1 -2.1